Record 1
Molecular formula: C4H9N3S
Method: DFT, ωB97M-V/def2-TZVPD

Each line ends with the Löwdin charge.
Element x y z (Å)
H: 2.007 -1.500 -1.621  0.071
N: 1.054 -1.494 -1.184  0.117
C: 0.883 -0.463 -0.452  -0.448
C: -0.412 -0.308 0.305  -0.217
C: -1.513 -1.345 -0.211  -0.576
S: -3.128 -1.348 0.690  0.643
N: 1.845 0.598 -0.445  -0.045
N: 1.435 1.939 -0.211  -0.059
C: 1.146 2.141 1.051  -0.063
H: -0.867 0.735 0.232  0.112
H: -0.318 -0.410 1.378  0.088
H: -1.565 -1.184 -1.325  0.084
H: -1.142 -2.373 -0.068  0.054
H: -3.566 -0.092 0.274  -0.128
H: 2.151 0.614 -1.504  0.163
H: 0.791 3.190 1.169  0.071
H: 1.198 1.298 1.921  0.132

SMILES   [H]/N=C(/CCS)NN=C
ΔE to the lowest compared entry with this formula, charge and spin   62.0 kcal per mole
Max |F|   3.7 eV Å⁻¹


Record 2
Molecular formula: C4H9N3S
Method: DFT, ωB97M-V/def2-TZVPD

Each line ends with the Löwdin charge.
Element x y z (Å)
C: -2.429 -0.411 0.329  -0.207
C: 1.047 -1.101 -0.417  -0.095
C: 2.199 -0.265 0.316  -0.079
C: 0.369 1.129 -0.150  -1.003
H: -2.861 0.594 0.899  0.089
H: -3.432 -1.271 0.126  0.138
H: -1.657 -0.793 1.319  0.130
H: -1.601 0.372 -1.477  0.122
H: 0.525 -1.869 0.126  0.100
H: 1.191 -1.123 -1.558  0.146
H: 1.976 -0.060 1.461  0.135
H: 3.258 -0.475 0.015  0.102
H: 1.683 1.986 0.608  0.188
N: -1.457 -0.404 -0.751  -0.093
N: -0.086 -0.113 -0.280  -0.197
N: 1.733 1.179 -0.400  -0.019
S: -0.457 2.623 -0.167  0.541

ΔE to the lowest compared entry with this formula, charge and spin   134.8 kcal per mole
Max |F|   7.3 eV Å⁻¹


Record 3
Molecular formula: C4H9N4O
Method: DFT, ωB97M-V/def2-TZVPD

Each line ends with the Löwdin charge.
Element x y z (Å)
C: -1.008 1.379 1.593  0.008
N: 0.031 0.490 1.043  -0.094
C: -0.565 -0.864 0.634  -0.025
N: 0.087 -0.964 -0.650  0.008
C: 1.205 -1.721 -0.613  -0.319
O: 1.498 -2.588 0.141  0.125
C: 0.206 0.335 -1.107  -0.460
N: 0.218 0.558 -2.397  0.255
N: 0.324 1.220 -0.195  0.158
H: -0.509 2.213 2.013  0.099
H: -1.730 1.560 0.861  0.092
H: -1.488 0.826 2.434  0.125
H: 1.036 0.376 1.462  0.252
H: -1.668 -0.838 0.532  0.154
H: -0.304 -1.815 1.305  0.199
H: 1.874 -1.404 -1.437  0.158
H: 0.298 -0.231 -3.019  0.144
H: 0.495 1.471 -2.602  0.120

SMILES   C[N@H+]1CN(C=O)C(N)=N1
ΔE to the lowest compared entry with this formula, charge and spin   53.7 kcal per mole
Max |F|   4.4 eV Å⁻¹
Charge   +1


Record 4
Molecular formula: C4H9N4O
Method: DFT, ωB97M-V/def2-TZVPD

Each line ends with the Löwdin charge.
Element x y z (Å)
O: 1.063 -1.670 0.234  -0.056
C: 2.062 -0.723 -0.114  -0.228
C: 1.488 0.647 -0.516  -0.147
C: 0.279 1.058 0.296  -0.082
N: -0.940 0.377 -0.169  -0.097
N: -1.181 -0.126 -1.332  0.157
N: -2.390 -0.654 -1.331  0.117
C: -2.894 -0.472 -0.121  -0.044
N: -1.994 0.189 0.620  0.179
H: 0.924 -1.628 1.179  0.083
H: 2.612 -1.111 -0.961  0.125
H: 2.780 -0.598 0.694  0.125
H: 1.286 0.699 -1.580  0.115
H: 2.254 1.391 -0.310  0.128
H: 0.128 2.131 0.262  0.140
H: 0.428 0.763 1.331  0.136
H: -3.862 -0.770 0.236  0.148
H: -2.044 0.496 1.581  0.200

SMILES   OCCCn1nnc[nH+]1
ΔE to the lowest compared entry with this formula, charge and spin   64.8 kcal per mole
Max |F|   0.7 eV Å⁻¹
Charge   +1


Record 5
Molecular formula: C4H9N5
Method: DFT, ωB97M-V/def2-TZVPD

Each line ends with the Löwdin charge.
Element x y z (Å)
C: -0.273 -0.808 0.154  -0.431
C: -2.635 -1.009 0.086  -0.153
C: -1.028 1.751 -0.199  -0.038
C: 3.249 -0.431 0.014  0.042
N: 1.004 -1.273 0.199  0.132
N: 1.205 0.913 -0.143  0.102
N: -1.251 -1.607 0.234  0.004
N: -0.095 0.628 -0.118  -0.081
N: 1.798 -0.189 0.058  -0.225
H: -2.840 -0.217 -0.663  0.048
H: -2.983 -0.483 0.986  0.054
H: -3.214 -1.960 -0.062  0.073
H: -1.539 1.851 0.715  0.066
H: -0.333 2.615 -0.511  0.111
H: -1.732 1.762 -1.049  0.082
H: 3.353 -1.385 -0.298  0.051
H: 3.615 -0.455 1.081  0.122
H: 3.698 0.297 -0.484  0.041

ΔE to the lowest compared entry with this formula, charge and spin   88.9 kcal per mole
Max |F|   5.7 eV Å⁻¹


Record 6
Molecular formula: C4H9N5
Method: DFT, ωB97M-V/def2-TZVPD

Each line ends with the Löwdin charge.
Element x y z (Å)
N: 4.446 0.686 0.374  -0.063
N: 4.565 -0.586 0.629  -0.044
N: 3.701 -1.239 -0.087  0.006
N: 3.071 -0.348 -0.699  -0.097
N: 3.500 0.881 -0.454  0.015
H: 2.153 -0.476 -1.262  0.160
C: 0.409 -1.371 -0.591  0.011
C: 0.101 -0.201 0.004  -0.459
C: -0.999 0.680 -0.496  -0.072
C: 0.721 0.247 1.256  -0.091
H: 1.084 -1.950 -0.162  0.003
H: -0.130 -1.667 -1.458  0.071
H: -1.658 1.198 0.361  0.134
H: -0.478 1.476 -1.157  0.115
H: -1.556 0.271 -1.257  0.028
H: 1.503 1.061 1.330  0.087
H: -0.103 0.514 1.917  0.075
H: 1.375 -0.714 1.565  0.122

SMILES   n1nn[nH]n1.C=C(C)C
ΔE to the lowest compared entry with this formula, charge and spin   98.7 kcal per mole
Max |F|   5.1 eV Å⁻¹


Record 7
Molecular formula: C4H9NO
Method: DFT, ωB97M-V/def2-TZVPD

Each line ends with the Löwdin charge.
Element x y z (Å)
C: 0.971 0.831 0.791  -0.113
C: 0.218 -0.408 0.478  -0.365
C: -1.226 -0.484 0.982  -0.059
C: 0.387 -0.556 -1.085  -0.525
N: -0.171 0.274 -2.006  0.150
O: 1.072 -1.484 -1.471  0.032
H: 2.085 0.708 0.490  0.122
H: 0.530 1.721 0.277  0.080
H: 0.861 1.204 1.849  0.089
H: 0.758 -1.239 0.981  0.140
H: -1.329 -1.430 1.529  0.077
H: -2.006 -0.481 0.187  0.091
H: -1.350 0.190 1.778  0.049
H: -0.784 1.027 -1.747  0.091
H: -0.015 0.127 -3.034  0.140

SMILES   CC(C)C(N)=O
ΔE to the lowest compared entry with this formula, charge and spin   20.3 kcal per mole
Max |F|   2.9 eV Å⁻¹


Record 8
Molecular formula: C4H9NO
Method: DFT, ωB97M-V/def2-TZVPD

Each line ends with the Löwdin charge.
Element x y z (Å)
C: 0.612 2.144 0.839  0.030
C: 0.638 1.667 -0.488  -0.217
O: -0.416 1.779 -1.434  -0.076
H: -0.382 2.392 1.207  0.056
H: 1.320 1.795 1.508  0.014
H: 1.486 1.034 -0.772  0.099
H: -0.503 2.666 -1.798  0.095
C: -1.146 -1.000 -0.651  -0.116
N: -0.284 -1.931 -0.706  -0.078
C: 0.328 -2.231 0.621  -0.160
H: -1.432 -0.397 -1.527  0.059
H: -1.731 -0.792 0.334  0.102
H: 0.695 -3.262 0.476  0.063
H: 1.202 -1.626 0.959  0.078
H: -0.387 -2.237 1.431  0.053

SMILES   C=CO.C=NC
ΔE to the lowest compared entry with this formula, charge and spin   89.4 kcal per mole
Max |F|   6.0 eV Å⁻¹


no.,HOMO (eV)
1,-9.17
2,-8.28
3,-14.49
4,-14.44
5,-7.45
6,-9.96
7,-9.35
8,-9.30